Run P
C6H8N2 | wB97M-V/def2-TZVPD

Computed properties:
* spin multiplicity: 1
* net charge: 0
* SMILES: CC1=CC=NN2C[C@H]12
* E_HOMO: -0.3062 hartree
* Kohn-Sham gap: 8.82 eV

Geometry as XYZ:
```
16
Properties=species:S:1:pos:R:3:nbo_charge:R:1
C -0.87733 1.53835 -1.12568 -0.67
C 0.12762 0.36198 -0.58576 0.04
C -0.23092 -0.83613 -1.06111 -0.29
C 0.56364 -1.97305 -0.53566 0.04
C 0.22991 0.14575 1.90683 -0.24
C 1.04626 0.53183 0.57213 -0.13
H -1.70299 1.59370 -0.09500 0.20
H -0.47492 2.64577 -1.49082 0.25
H -1.76002 1.17762 -1.81403 0.23
H -1.31755 -1.33096 -1.65371 0.24
H 0.50191 -2.89005 -1.13486 0.19
H -1.04158 -0.02144 1.77193 0.22
H 0.70285 0.63687 2.79556 0.22
H 1.81591 1.20338 0.50948 0.21
N 1.15263 -2.05842 0.66029 -0.21
N 1.26458 -0.72522 1.28040 -0.30
```

=====

Run Q
C6H8N2 | wB97M-V/def2-TZVPD

Computed properties:
* spin multiplicity: 1
* net charge: 0
* E_HOMO: -0.2937 hartree
* Kohn-Sham gap: 7.45 eV

Geometry as XYZ:
```
16
Properties=species:S:1:pos:R:3:nbo_charge:R:1
C -1.08271 1.19775 0.47876 -0.33
C -1.16142 -1.37442 0.08360 -0.08
C 0.07023 -0.97579 0.46585 -0.44
C 0.98913 -0.41983 -0.36206 -0.23
C 2.47225 -0.27016 -0.13580 -0.07
C 3.61278 0.18730 -0.24454 -0.23
H -0.48025 -0.02323 1.28126 0.33
H -2.36920 1.85997 1.35113 0.09
H -0.17385 2.04004 0.03125 0.25
H -2.46383 1.12962 -1.20461 0.40
H -1.20472 -2.52527 -0.08132 0.22
H 0.25637 -1.49481 1.46776 0.28
H 0.78101 0.20452 -1.32808 0.25
H 4.65183 0.58796 -0.57419 0.26
N -1.82533 0.61664 -0.51734 -0.55
N -2.07228 -0.74027 -0.71168 -0.14
```

=====

Energy above the most stable structure, in hartree: run P 0.0000; run Q 0.1938

=====

Run P
C6H8N2 | wB97M-V/def2-TZVPD

Computed properties:
* spin multiplicity: 1
* net charge: 0
* SMILES: C#CCCNC=C=N
* E_HOMO: -0.2747 hartree
* Kohn-Sham gap: 8.38 eV

Geometry as XYZ:
```
16
Properties=species:S:1:pos:R:3:nbo_charge:R:1
C 0.97262 0.52650 -1.72189 0.32
C -1.52325 0.21551 0.78689 0.02
C -1.93670 1.33786 0.83993 -0.27
C -0.93427 -1.10715 0.73601 -0.52
C 0.62843 -1.05491 0.68430 -0.21
C 1.10307 1.01277 -0.52049 -0.21
N 1.05109 0.08359 -2.85908 -0.63
N 1.21287 0.26461 0.67151 -0.60
H 0.20318 -0.04536 -3.40867 0.36
H -2.33925 2.30530 0.87965 0.23
H -1.25165 -1.65718 1.62601 0.24
H -1.32417 -1.63544 -0.13662 0.24
H 1.02698 -1.56306 1.56342 0.20
H 0.98497 -1.57567 -0.20618 0.21
H 1.20195 2.08246 -0.40841 0.23
H 0.92412 0.81017 1.47362 0.38
```

=====

Run Q
C6H8N2 | wB97M-V/def2-TZVPD

Computed properties:
* spin multiplicity: 1
* net charge: 0
* SMILES: C/C=C(/C)C#N.C#N
* E_HOMO: -0.3704 hartree
* Kohn-Sham gap: 10.49 eV

Geometry as XYZ:
```
16
Properties=species:S:1:pos:R:3:nbo_charge:R:1
C 0.07390 -1.08365 -0.38926 0.31
C 2.94442 -1.38887 -1.45201 0.05
C -0.54066 0.35299 2.28244 -0.67
C -1.07897 0.87800 -1.54186 -0.59
C -0.90358 0.73439 0.89866 -0.07
C -0.57851 0.18692 -0.27684 -0.17
N 0.57869 -2.08999 -0.26877 -0.35
N 3.98406 -1.01435 -1.19709 -0.33
H -1.44835 0.09778 2.97265 0.24
H -0.09715 1.27011 2.72772 0.24
H 0.22682 -0.54176 2.26942 0.23
H -1.88550 0.15413 -2.02564 0.22
H -0.31250 0.96059 -2.21603 0.22
H -1.48472 1.84636 -1.22180 0.22
H 2.06324 -2.00286 -1.43692 0.25
H -1.54120 1.64023 0.87534 0.20
```

=====

Run R
C6H8N2 | wB97M-V/def2-TZVPD

Computed properties:
* spin multiplicity: 1
* net charge: 0
* SMILES: C#CC1=NN(C)CC1
* E_HOMO (alpha / beta): -0.2748 / -0.2421 hartree
* Kohn-Sham gap (alpha / beta): 8.22 / 6.38 eV

Geometry as XYZ:
```
16
Properties=species:S:1:pos:R:3:nbo_charge:R:1
C 0.84494 3.56469 -1.25046 -0.19
C 0.41203 2.52724 -0.76791 -0.14
C 0.22998 1.23164 -0.51862 0.08
C 0.94886 -0.06111 -0.87055 -0.49
C 0.69476 -1.00325 0.25928 -0.22
C -1.58948 -1.62033 1.20459 -0.40
N -0.99589 0.59845 0.69462 -0.16
N -0.69276 -0.62351 0.74428 -0.20
H 0.92834 4.38580 -1.90807 0.23
H 0.51912 -0.46416 -1.85153 0.22
H 2.02413 0.15176 -0.87800 0.24
H 0.59335 -2.11946 0.05140 0.22
H 1.49570 -0.69291 1.07711 0.20
H -2.33948 -1.80863 0.54179 0.20
H -1.01912 -2.55688 1.20385 0.20
H -2.05449 -1.50933 2.26822 0.21
```

=====

Run S
C6H8N2 | wB97M-V/def2-TZVPD

Computed properties:
* spin multiplicity: 1
* net charge: 0
* E_HOMO: -0.3514 hartree
* Kohn-Sham gap: 10.16 eV

Geometry as XYZ:
```
16
Properties=species:S:1:pos:R:3:nbo_charge:R:1
C -1.60918 2.14122 0.15408 -0.30
C -1.07680 1.35583 -0.65369 -0.06
C 0.25618 0.89865 -1.52877 -0.30
C 1.30034 -0.20128 0.15975 0.29
C 0.27030 -2.10532 1.31028 -0.27
C -0.92447 -1.17019 0.83828 -0.26
H -2.11905 2.75105 1.03332 0.27
H -0.07101 0.03551 -2.30055 0.23
H 0.38511 1.83362 -2.30583 0.23
H 2.09451 0.07224 1.25341 0.19
H 0.82585 -1.71089 2.20556 0.20
H 0.17178 -3.21746 1.21590 0.21
H -1.64382 -1.89291 0.44280 0.23
H -1.05898 -0.22373 1.45452 0.25
N 1.36097 0.85533 -0.64746 -0.47
N 0.37010 -1.30689 -0.02093 -0.46
```

=====

Energy above the most stable structure, in hartree: run P 0.0517; run Q 0.0000; run R 0.1720; run S 0.1835

=====

Run P
C6H8N2 | wB97M-V/def2-TZVPD

Computed properties:
* spin multiplicity: 1
* net charge: 0
* SMILES: N#CC1=C(N)C1.C=C
* E_HOMO: -0.3204 hartree
* Kohn-Sham gap: 9.31 eV

Geometry as XYZ:
```
16
Properties=species:S:1:pos:R:3:nbo_charge:R:1
C 1.02085 -1.61568 0.78869 0.27
C -1.37206 -1.53666 -1.48330 -0.40
C -0.26220 -1.24798 -2.22062 -0.39
C 0.27169 1.01468 0.50434 -0.39
C 0.62521 -0.33315 1.04073 -0.24
C 0.67336 0.65215 1.85027 0.29
N 1.51486 -2.68237 0.69822 -0.33
N 0.93739 1.15903 3.07052 -0.80
H -1.85590 -2.58136 -1.44907 0.21
H -1.73502 -0.72251 -0.95615 0.19
H 0.10713 -0.17367 -2.37606 0.19
H 0.37938 -2.03266 -2.71223 0.20
H 1.11949 1.45466 -0.00752 0.18
H -0.76045 1.39089 0.24464 0.20
H 1.14132 0.44893 3.82605 0.40
H 1.36121 2.07519 3.21545 0.41
```

=====

Run Q
C6H8N2 | wB97M-V/def2-TZVPD

Computed properties:
* spin multiplicity: 1
* net charge: 0
* E_HOMO: -0.3374 hartree
* Kohn-Sham gap: 10.19 eV

Geometry as XYZ:
```
16
Properties=species:S:1:pos:R:3:nbo_charge:R:1
C -1.57678 0.72606 -0.02531 -0.24
C 0.01144 1.05899 -0.17421 -0.27
C 0.72306 0.20671 0.91630 -0.10
C 0.59050 -0.17233 -0.92559 -0.09
C -0.40806 -1.24232 -0.63116 -0.14
C -0.21796 -1.02340 0.80892 -0.07
H -1.80638 1.22959 0.92474 0.20
H -2.43862 1.09579 -0.75959 0.22
H 0.33791 2.08149 -0.45167 0.24
H 1.14998 0.53955 1.73092 0.20
H 2.47715 0.64020 -0.05287 0.33
H 1.16600 -0.05632 -1.87852 0.21
H -0.40384 -2.19652 -1.24924 0.24
H 0.09345 -1.88435 1.59632 0.24
N 1.83755 -0.29421 0.00151 -0.59
N -1.53539 -0.70893 0.16944 -0.37
```

=====

Energy above the most stable structure, in hartree: run P 0.0000; run Q 0.0282

=====

Run P
C3H7N3 | wB97M-V/def2-TZVPD

Computed properties:
* spin multiplicity: 1
* net charge: 0
* SMILES: N/N=C\[C@@H]1CN1
* E_HOMO: -0.2913 hartree
* Kohn-Sham gap: 8.78 eV

Geometry as XYZ:
```
13
Properties=species:S:1:pos:R:3:nbo_charge:R:1
C 0.75294 -0.72864 0.41836 -0.08
C -0.44029 -0.93221 -0.41027 -0.16
C -0.08332 -0.44846 -1.71856 -0.26
H -0.09013 1.48043 0.31342 0.41
H 0.35587 1.82022 2.07758 0.36
H 1.47146 -1.60475 0.74121 0.21
H -1.11425 -1.92034 -0.19402 0.24
H 0.81927 0.09912 -2.05366 0.22
H -0.51890 -0.98360 -2.67047 0.20
H -2.00308 0.28182 -1.17651 0.37
N 0.04985 1.23659 1.36974 -0.67
N 0.90168 0.20415 1.32609 -0.21
N -0.99385 0.48540 -0.80650 -0.62
```

=====

Run Q
C3H7N3 | wB97M-V/def2-TZVPD

Computed properties:
* spin multiplicity: 1
* net charge: 0
* E_HOMO: -0.3294 hartree
* Kohn-Sham gap: 9.42 eV

Geometry as XYZ:
```
13
Properties=species:S:1:pos:R:3:nbo_charge:R:1
N 1.35239 -1.24610 1.00378 -0.87
C 0.03007 -0.88799 0.50141 -0.34
C -0.11089 0.53032 0.05933 0.14
N 0.99854 1.14908 -0.19895 -0.70
C -2.43894 1.27183 -1.26491 -0.01
N -3.33758 1.46666 -1.97117 -0.41
H 1.27501 -1.79765 1.84900 0.38
H 1.87752 -1.79011 0.33198 0.37
H -0.75780 -1.09865 1.23400 0.22
H -0.27180 -1.46374 -0.39275 0.23
H -1.49722 1.04822 -0.55554 0.22
H 1.91094 0.73421 -0.00662 0.39
H 0.96976 2.08392 -0.58958 0.40
```

=====

Energy above the most stable structure, in hartree: run P 0.0678; run Q 0.0000